Entry 1:
Entry from OMol25: a molecular structure, C38H111InNO22S3 (ωB97M-V/def2-TZVPD).

Last column: Löwdin charge in e.
Geometry (Å):
1 H -1.4688 -2.0411 -7.4392  0.08
2 H -6.3011 2.8271 -8.1480  0.07
3 In -0.7017 1.5178 3.4889  0.82
4 H -5.6129 3.6682 -0.7952  0.06
5 H -5.8341 3.4033 -6.5299  0.07
6 S -1.7537 -1.2477 1.8914  0.64
7 C -3.6188 2.6345 3.6389  -0.25
8 O -3.0197 -2.9905 -6.4862  -0.12
9 C 1.0880 2.7517 2.7804  -0.26
10 C -6.6299 3.3983 -7.2797  -0.17
11 H 5.5888 1.2432 -2.4824  0.02
12 H -1.4766 -3.4543 5.9397  0.08
13 C 8.8284 -4.3891 -0.5290  -0.16
14 H -3.3151 0.0165 -6.0714  0.05
15 H 16.0051 -5.4673 -3.0599  0.08
16 H -5.9598 -4.5087 7.5658  0.08
17 H -0.8272 -4.0328 -1.4586  0.07
18 H -1.9704 1.9238 8.5839  0.08
19 H -4.0962 2.6884 -0.6840  0.09
20 C -5.1125 -4.4519 9.3073  -0.16
21 H -3.6978 -1.8530 7.4031  0.12
22 H -4.5988 -5.4092 9.1834  0.07
23 C -3.0676 -0.9670 5.4346  -0.08
24 O -4.6129 4.4642 1.3878  0.06
25 H -9.4410 7.4039 -6.1370  0.09
26 H 4.7534 0.0533 -0.9841  0.10
27 H -3.0231 6.1530 1.0838  0.05
28 H -5.0950 1.2390 1.2314  0.11
29 C 2.6141 -1.5171 -1.1115  -0.23
30 C -2.0521 6.6329 1.2013  -0.15
31 S 2.7593 0.8216 -3.3396  0.58
32 H -0.3512 0.2274 8.4561  0.12
33 H -6.1558 -5.4950 -0.3975  0.08
34 H -7.2069 5.2157 -6.8984  0.01
35 C -2.7705 -1.8303 6.7404  -0.35
36 H -2.9622 -1.0207 2.5707  0.07
37 H 2.0396 -2.4923 -8.3493  0.08
38 C -4.9778 3.3660 1.8203  -0.42
39 H 3.6700 -1.9037 -0.9375  0.10
40 H 0.5897 0.9695 0.6636  0.04
41 C 4.8352 -4.3847 -1.9707  -0.17
42 C -1.1001 0.1091 7.5933  -0.31
43 H 1.2909 3.6478 3.4438  0.03
44 C 2.1308 0.8261 -1.7749  -1.01
45 H 3.9014 1.5456 -0.3790  0.12
46 C -2.3484 1.5641 -5.4288  -0.16
47 H 4.5506 -1.1136 1.1871  0.06
48 H -0.0836 -1.3131 3.6314  0.04
49 C 15.7105 -5.7559 -2.0515  -0.16
50 H 15.6180 -4.8605 -1.4313  0.07
51 H 11.8515 -5.0320 -2.0393  0.08
52 H -8.1931 8.4069 -5.3589  0.08
53 H -5.0266 5.8844 -1.0710  0.06
54 C 4.1731 -0.0496 1.2257  -0.07
55 O -1.9415 -2.7391 -2.6000  -0.12
56 H -0.5625 7.1272 0.0587  0.07
57 H 1.8913 3.5334 0.7948  0.09
58 H 0.7522 0.9885 6.5774  0.11
59 H -2.5117 -4.5431 -1.7903  0.06
60 O -7.6690 6.4479 -5.7442  -0.13
61 H 13.2306 -3.5390 -0.9766  0.07
62 H -1.0114 -3.0105 -6.0203  0.06
63 O 11.4163 -4.3914 -1.4624  -0.16
64 H 3.1908 0.0370 1.8052  0.07
65 H 5.4739 -3.6520 -1.4800  0.07
66 H 9.5830 -5.0559 -0.1104  0.07
67 O 14.4595 -6.4272 -2.1113  -0.13
68 H 12.3929 -2.8326 -2.3937  0.08
69 H 0.5969 -2.3555 -0.4986  0.06
70 C 1.6759 -2.4278 -0.1528  -0.06
71 H -5.0657 -5.2098 0.9814  0.08
72 C -5.5696 2.2029 0.8819  -0.13
73 O -6.9166 4.7276 -7.6877  -0.15
74 H -1.5699 -1.8070 8.5935  0.11
75 H 9.1214 -4.1015 -1.5351  0.07
76 O -4.1363 9.1207 -3.6450  -0.13
77 H 6.4303 -0.7884 -3.1378  0.07
78 H 7.3375 -5.3037 0.3135  0.08
79 C -5.2312 2.6097 -0.6161  -0.10
80 H 5.6205 -2.9451 4.8874  0.07
81 C 0.8913 3.1914 1.2365  -0.33
82 H -1.2850 -4.6188 -3.0793  0.08
83 H 0.1227 4.0411 1.1988  0.09
84 H -7.5296 2.9358 -6.8637  0.07
85 O 5.6478 -2.2692 2.9350  -0.15
86 H -2.2422 3.3347 1.9364  0.05
87 H -3.8817 7.9153 -1.9880  0.05
88 O -4.9264 3.1223 3.2077  -0.08
89 H 8.7366 -3.4922 0.0913  0.08
90 H 11.7978 -2.5067 -0.7473  0.08
91 C -3.2818 8.4236 -2.7461  -0.15
92 H -5.6715 1.8741 -1.3526  0.08
93 H 4.8442 -1.3572 4.6053  0.08
94 C -0.2837 -0.5920 2.7652  -0.34
95 C 1.8882 -2.9152 -7.3526  -0.15
96 O -3.4910 0.7209 -5.4367  -0.13
97 H -0.5012 -1.9882 7.1332  0.11
98 H -3.7183 -1.6243 4.7534  0.08
99 H -1.4706 0.9886 -5.1231  0.07
100 C -2.5656 2.3916 2.4775  -0.22
101 H -3.9467 -3.7175 -0.3588  0.06
102 H -6.2377 7.8140 -1.3601  0.07
103 H 5.4574 -5.0918 -2.5241  0.07
104 O 7.5740 -5.0606 -0.5886  -0.13
105 H -6.0440 -4.5986 9.8607  0.07
106 H -9.0721 7.1677 -4.4117  0.07
107 H 1.7143 -2.1078 -6.6416  0.08
108 H -3.6793 -0.0297 5.6183  0.07
109 H 4.2482 -4.9156 -1.2156  0.08
110 H -4.4399 -5.9557 -0.5204  0.07
111 O 3.9633 -3.7078 -2.8681  -0.14
112 C 5.0049 -2.3593 4.1994  -0.15
113 H 6.0963 0.3069 -4.5146  0.07
114 C -0.2966 0.6554 6.2906  -0.32
115 H 2.2691 -1.7176 -2.1666  0.10
116 O -5.3919 -3.8873 8.0348  -0.14
117 H -6.9803 6.4758 -5.0685  0.09
118 C 0.2939 2.0104 0.3331  -0.47
119 C 3.9233 0.4061 -0.2917  -0.25
120 H -3.1816 -3.6032 5.3144  0.07
121 O -1.8395 -0.7737 0.4520  -0.43
122 H -0.8472 2.0505 0.2883  0.07
123 H 3.4105 -4.3762 -3.2881  0.08
124 H -2.1154 -0.7718 4.8574  0.04
125 C -1.7602 -2.3328 -6.4302  -0.16
126 H 2.7745 -3.4783 -7.0490  0.07
127 O -5.7162 5.8559 -1.7477  -0.14
128 H -0.1719 -0.2595 5.6094  0.07
129 O 6.5261 1.2293 -2.7210  -0.15
130 C -1.6239 -4.0591 -2.2068  -0.16
131 H 4.0424 -2.8529 4.0684  0.08
132 C -8.6494 7.4146 -5.3886  -0.12
133 H 1.9838 -3.5185 -0.2841  0.07
134 H -2.7509 -4.1049 7.0834  0.07
135 H -7.4874 6.8095 -2.1387  0.07
136 H -2.6211 9.1413 -2.2611  0.08
137 H 1.7869 -2.1395 0.9371  0.06
138 H 6.4939 -1.8301 3.0763  0.08
139 C 6.7101 0.1502 -3.6240  -0.17
140 H 0.6005 -0.6761 2.0663  0.02
141 C -6.6942 6.8205 -1.3901  -0.15
142 H 16.4659 -6.4248 -1.6314  0.08
143 H -3.1837 3.2999 4.4576  0.12
144 O -1.6061 -2.7660 1.8503  -0.47
145 H 4.9248 0.6761 1.6761  0.08
146 O 0.7522 -3.7705 -7.3596  -0.14
147 H -3.8061 1.6163 4.1309  0.10
148 C -1.4279 -1.4517 7.5109  -0.17
149 H 1.9773 2.0240 2.7612  0.02
150 H -2.1914 1.9837 -6.4266  0.07
151 H -2.2355 -2.2687 -1.8039  0.06
152 O -1.4168 6.7011 -0.0709  -0.13
153 H -6.6975 2.1660 1.0588  0.12
154 H -2.1928 7.6426 1.5978  0.08
155 H 14.2244 -6.6699 -1.2084  0.08
156 H 7.7609 0.1086 -3.9121  0.07
157 H -2.5129 2.3744 -4.7191  0.08
158 O -4.8484 -3.9351 -0.6272  -0.13
159 C -5.1403 -5.2233 -0.1092  -0.16
160 H -2.6825 7.6959 -3.2980  0.08
161 C 12.2611 -3.2524 -1.3932  -0.14
162 H -3.2514 -3.2367 -5.5825  0.07
163 O -1.0149 1.6583 5.5643  -0.38
164 H -1.8407 -1.4406 -5.8026  0.06
165 H -2.9879 1.3407 7.1078  0.06
166 H -4.7080 8.4652 -4.0592  0.06
167 H 0.9289 -4.4744 -7.9935  0.08
168 N 2.5612 -0.0767 -0.6898  -0.22
169 H -3.0094 0.3857 8.6673  0.08
170 H -4.4694 -3.7676 9.8603  0.08
171 H -7.1161 6.5736 -0.4126  0.08
172 H -2.9141 1.5650 1.7683  0.03
173 H -1.4393 6.0435 1.8887  0.07
174 C -2.3495 1.0279 7.9833  -0.08
175 C -2.5797 -3.3636 6.2404  -0.10
176 S 0.8362 2.1282 -1.4674  0.85

Output
net charge	-1
electronic energy	-4608.66931	Ha


Entry 2:
Entry from OMol25: C2F7NOS in the gas phase (ωB97M-V/def2-TZVPD).

Last column: Löwdin charge in e.
Geometry (Å):
1 F 1.2348 1.2970 0.9057  0.11
2 C 1.8195 0.3520 0.0903  -0.58
3 F -2.3848 -0.8399 0.5978  0.17
4 S 0.3406 -0.7137 -0.2644  0.97
5 C -1.9132 0.2581 0.0397  -0.78
6 F 2.4702 0.8861 -0.9460  0.17
7 O 0.2477 -1.6560 0.8116  -0.20
8 F 2.6969 -0.3439 0.8572  0.14
9 F -1.7793 1.1664 1.0460  0.12
10 F 1.0052 -1.3593 -1.7040  -0.19
11 N -0.8304 0.1200 -0.7179  -0.02
12 F -2.9071 0.8333 -0.7159  0.11

Output
ΔE to the lowest compared entry with this formula, charge and spin	0.0	kJ/mol
electronic energy	-1303.39678	Ha
SMILES	O=[S@@](F)(=NC(F)(F)F)C(F)(F)F


Entry 3:
Entry from OMol25: 4 unconnected molecules or ions with the total composition C15H40N2O16P4S (ωB97M-V/def2-TZVPD).

Last column: Löwdin charge in e.
Geometry (Å):
1 H -6.5158 -8.3522 0.3145  0.08
2 P 0.3329 5.9650 2.5905  0.55
3 C 1.6802 2.2813 -1.4838  -0.35
4 C 1.1517 -5.1607 -2.7276  -0.10
5 H 1.5789 0.1035 -3.8857  0.08
6 S 4.8330 2.2158 -2.4022  0.92
7 C 2.1577 0.7702 0.0129  -0.56
8 H 1.8070 4.3513 4.6323  0.09
9 H 0.2109 -7.7007 0.2528  0.09
10 C -3.7586 -6.7613 -0.5586  -0.10
11 O -1.6680 -4.3126 -1.8675  -0.27
12 O 0.8613 7.4794 2.8817  -0.28
13 C -5.8758 -3.6633 0.9009  -0.10
14 H -0.9644 7.8655 4.5384  0.08
15 H 2.4194 2.8723 -0.9463  0.12
16 H -4.6759 -6.4718 -1.0790  0.09
17 O 1.8609 5.3290 2.7867  -0.23
18 C 4.3827 3.9751 -2.3809  -0.52
19 O 2.5662 0.5691 1.1123  0.18
20 H -7.8556 -7.7542 1.3101  0.09
21 H 0.7176 -2.8938 1.1997  0.09
22 O -4.0362 -7.1046 0.8216  -0.24
23 P -4.8995 -6.0017 1.7152  0.52
24 H 1.5694 -2.3279 -0.2637  0.08
25 H -6.0025 -2.6480 1.2685  0.09
26 C -6.7725 -7.7747 1.2045  -0.10
27 O -1.1790 6.3820 3.0859  -0.21
28 H 1.1875 -6.2323 0.4433  0.08
29 H 1.2530 3.9285 -4.0963  0.03
30 O -0.5491 -6.0565 -0.7242  -0.26
31 H 4.4247 5.0263 -0.4608  0.07
32 C 2.3469 5.1561 4.1332  -0.11
33 O 0.9195 -4.3672 -1.5684  -0.27
34 H 0.2293 -5.3596 -3.2724  0.09
35 H 3.3147 4.1315 -2.2605  0.04
36 O -6.3249 -6.4329 1.0550  -0.27
37 C 3.4604 1.3199 -3.1603  -0.40
38 C 2.2386 1.1070 -2.2574  -0.54
39 H 5.7860 3.9402 -0.6908  0.05
40 H -5.1340 -3.6601 0.1030  0.08
41 H -0.8956 6.1934 5.1591  0.08
42 O -5.4443 -4.4790 2.0137  -0.22
43 H 1.4795 -0.7082 -2.5283  0.09
44 H 1.8831 7.5604 1.0603  0.09
45 C 5.1191 4.6332 -1.1983  -0.16
46 H -6.8308 -4.0238 0.5206  0.08
47 H 1.6644 9.0931 1.9281  0.09
48 H -6.3368 -8.2507 2.0826  0.09
49 P -0.5589 -4.3858 -0.8811  0.57
50 H 1.8367 -4.6132 -3.3723  0.09
51 H -0.0848 5.1010 -1.0505  0.01
52 C 1.8717 8.0311 2.0431  -0.10
53 H 1.6160 -6.1065 -2.4433  0.08
54 P 0.2619 3.2658 -2.1609  0.89
55 O 2.7269 0.3048 -1.1401  0.03
56 H 4.6794 4.4922 -3.2894  0.07
57 H 3.3998 4.8929 4.0775  0.09
58 O 0.6212 4.7783 -1.6228  -0.31
59 H 3.8334 0.3268 -3.3967  0.09
60 H -2.4370 6.8852 4.6289  0.09
61 H 0.4152 -1.2696 0.5643  0.08
62 C 0.1674 -6.6239 0.3943  -0.10
63 N 0.4339 3.3656 -3.8665  -0.17
64 C -1.3674 6.8588 4.4371  -0.10
65 H 2.8496 7.9118 2.5131  0.08
66 O 1.0823 1.5150 -0.3949  -0.01
67 O 0.1086 5.6811 1.1596  -0.25
68 C 0.6322 -2.2992 0.2915  -0.09
69 H 5.7373 5.4635 -1.5297  0.07
70 N 1.2953 0.2060 -2.9191  0.14
71 H -3.3376 -7.6362 -1.0471  0.09
72 H 2.2433 6.0814 4.7073  0.08
73 H -3.0387 -5.9490 -0.6028  0.04
74 H -0.3461 3.9366 -4.1696  0.02
75 H -0.3538 -6.4109 1.3280  0.09
76 O -4.6976 -6.5252 3.0819  -0.26
77 H 3.1473 1.7441 -4.1149  0.09
78 O -0.4550 -2.7738 -0.5393  -0.21

Output
electronic energy	-3672.52136	Ha
SMILES	CCSC[C@@]1(N)OC(=O)O[C@@H]1P(N)O.COP(=O)(OC)OC.COP(=O)(OC)OC.COP(=O)(OC)OC


| no. | HOMO energy (Eh) | strongest force on any atom (Eh/bohr) | frontier orbital gap (eV) |
| --- | --- | --- | --- |
| 1 | -0.2071 | 0.1208 | 7.1075 |
| 2 | -0.4636 | 0.0923 | 12.3094 |
| 3 | -0.3168 | 0.1456 | 7.3085 |